# 1
C5H9NO as an isolated structure in a non-equilibrium geometry, computed with the ωB97M-V functional and the def2-TZVPD basis.

The geometry in ORCA input format:
```
! wB97M-V def2-TZVPD RIJCOSX def2/J DEFGRID3
* xyz 0 1
C -1.1285 -0.9098 0.7068
C -0.2602 0.1863 0.0436
C -0.3319 0.0916 -1.4897
C 1.1613 -0.0649 0.5468
O 1.8011 -1.1645 0.0115
C -0.6837 1.5129 0.5050
N -0.9917 2.5742 0.8796
H -0.7478 -1.8929 0.4085
H -1.1025 -0.8307 1.8003
H -2.1681 -0.8111 0.3755
H -1.3672 0.1983 -1.8310
H 0.0566 -0.8850 -1.7962
H 0.2727 0.8772 -1.9597
H 1.8357 1.1006 0.1073
H 1.2854 0.1091 1.6270
H 2.3625 -0.0465 -0.0827
*
```

## Properties
LUMO level = 0.0142 Ha
Energy = -325.7707 Eh
Energy above the lowest of the compared OMol25 structures with the same formula, charge and spin = 104.7 kcal per mole

***

# 2
C5H9NO as an isolated structure in a non-equilibrium geometry, computed with the ωB97M-V functional and the def2-TZVPD basis.

The geometry in ORCA input format:
```
! wB97M-V def2-TZVPD RIJCOSX def2/J DEFGRID3
* xyz 0 1
C -0.1570 1.7960 -0.0276
C 0.2705 0.4010 0.4752
C 1.2898 -0.3924 -0.2829
C 0.3136 -1.4689 -0.2280
O -1.8013 -0.8657 -1.3096
C 0.3856 0.3340 1.9084
N 0.4668 0.2466 3.0608
H -0.4499 1.7403 -1.0766
H 0.6813 2.5205 0.0235
H -0.9747 2.2310 0.5647
H -1.7270 -0.2074 -0.6134
H 1.3789 0.0169 -1.2968
H 2.2302 -0.6353 0.1741
H 0.1947 -2.1140 0.6497
H 0.1054 -1.9934 -1.1700
H -2.2068 -1.6092 -0.8516
*
```

## Properties
LUMO level = 0.0002 Ha
Energy = -325.7810 Eh
Energy above the lowest of the compared OMol25 structures with the same formula, charge and spin = 98.3 kcal per mole

***

# 3
C5H9NO as an isolated structure, computed with the ωB97M-V functional and the def2-TZVPD basis.

The geometry in ORCA input format:
```
! wB97M-V def2-TZVPD RIJCOSX def2/J DEFGRID3
* xyz 0 1
C 1.8381 -1.2931 0.6948
C 0.6409 -0.4984 1.1914
N 0.7290 0.9831 0.9140
C -0.3630 0.7682 0.0431
O -0.9371 1.6776 -0.7552
C -0.5941 -0.5205 0.3238
C -1.8920 1.0980 -1.6083
H 2.0180 -1.0953 -0.3696
H 1.6514 -2.3671 0.8091
H 2.7433 -1.0466 1.2623
H 0.4552 -0.6878 2.2529
H 1.6083 1.3107 0.5176
H -1.4511 -1.1723 0.2477
H -2.3200 1.9107 -2.1948
H -2.6978 0.5860 -1.0559
H -1.4292 0.3468 -2.2730
*
```

## Properties
LUMO level = 0.0388 Ha
Energy = -325.8410 Eh
Energy above the lowest of the compared OMol25 structures with the same formula, charge and spin = 60.6 kcal per mole

***

# 4
One molecule with the formula C5H9NO, computed with the ωB97M-V functional and the def2-TZVPD basis.

The geometry in ORCA input format:
```
! wB97M-V def2-TZVPD RIJCOSX def2/J DEFGRID3
* xyz 0 1
C 0.0581 -0.4201 -2.3835
N 0.3896 -0.4356 -0.9588
C -0.6625 -1.1401 -0.1922
C -0.5414 0.3916 -0.2227
C -0.1900 0.4937 1.1278
O -1.1316 0.8552 2.0081
C 1.1669 0.3455 1.7226
H 0.4946 -1.3055 -2.8520
H 0.4873 0.4722 -2.8525
H -1.0298 -0.4459 -2.5571
H -1.9884 0.8721 1.5538
H -0.2402 -1.6673 0.6796
H -1.3248 0.9903 -0.6910
H 1.1041 -0.1386 2.7013
H 1.8129 -0.2128 1.0448
H 1.5954 1.3453 1.8718
*
```

## Properties
LUMO level = 0.0266 Ha
Energy = -325.7493 Eh
Energy above the lowest of the compared OMol25 structures with the same formula, charge and spin = 118.1 kcal per mole

***

# 5
A 2-piece molecular cluster, C5H9NO overall in a non-equilibrium geometry, computed with the ωB97M-V functional and the def2-TZVPD basis.

The geometry in ORCA input format:
```
! wB97M-V def2-TZVPD RIJCOSX def2/J DEFGRID3
* xyz 0 1
C 0.4245 2.0002 -1.1572
C -0.0018 0.7249 -0.4753
C -0.6434 0.6456 0.7996
C -1.2741 -0.5603 0.8938
N -1.0861 -1.2145 -0.2935
C -0.3591 -0.4315 -1.1312
H 0.1011 2.8386 -0.5391
H -0.0395 2.1429 -2.1284
H 1.4992 2.1296 -1.2090
H -0.6057 1.4301 1.5377
H -1.7830 -1.0492 1.7094
H -1.4764 -2.0907 -0.5944
H -0.0984 -0.6657 -2.1474
O 2.0888 -1.1039 1.2168
H 3.0289 -0.9872 1.0422
H 1.6549 -0.2982 0.8924
*
```

## Properties
LUMO level = 0.0349 Ha
SMILES string = Cc1cc[nH]c1.O
Energy = -325.9006 Eh
Energy above the lowest of the compared OMol25 structures with the same formula, charge and spin = 23.2 kcal per mole

***

# 6
A 2-piece molecular cluster, C5H9NO overall in a non-equilibrium geometry, computed with the ωB97M-V functional and the def2-TZVPD basis.

The geometry in ORCA input format:
```
! wB97M-V def2-TZVPD RIJCOSX def2/J DEFGRID3
* xyz 0 1
C -1.5777 -0.7480 -1.2829
C -0.2452 -0.6655 -0.6190
C -0.1209 -1.2266 0.7923
O 0.6498 -0.1312 -1.2403
H -2.0039 -1.7459 -1.1674
H -1.4142 -0.4980 -2.3334
H -2.2295 0.0031 -0.8253
H -0.7393 -0.6260 1.4709
H 0.9054 -1.2284 1.1704
H -0.5128 -2.2479 0.8163
C 1.6999 1.4164 0.4515
C 0.2118 1.6916 0.6515
N -0.9116 1.8978 0.8835
H 2.1125 2.2361 -0.1369
H 2.1153 1.3533 1.4508
H 2.0603 0.5193 -0.0819
*
```

## Properties
LUMO level = 0.0320 Ha
SMILES string = CC(C)=O.CC#N
Energy = -325.8744 Eh
Energy above the lowest of the compared OMol25 structures with the same formula, charge and spin = 39.6 kcal per mole

***

# 7
A 2-piece molecular cluster, C5H9NO overall in a non-equilibrium geometry, computed with the ωB97M-V functional and the def2-TZVPD basis.

The geometry in ORCA input format:
```
! wB97M-V def2-TZVPD RIJCOSX def2/J DEFGRID3
* xyz 0 1
C 0.1904 -1.5973 1.3211
C 0.0662 0.6497 -1.4624
C 1.3092 0.8364 -0.6872
C -1.1540 1.0663 -0.7633
O -1.0446 1.3873 0.6222
C 0.1505 -2.2925 0.0349
N 0.1260 -2.8346 -0.9873
H -0.3758 -0.6613 1.2721
H -0.2288 -2.2305 2.1050
H 1.2246 -1.3562 1.5791
H 2.1220 0.1953 -1.0383
H 1.2563 0.8670 0.4086
H 1.5902 1.8581 -1.0068
H -1.4632 1.9489 -1.3557
H -1.9311 0.3053 -0.9465
H -1.8377 1.8581 0.9044
*
```

## Properties
LUMO level = 0.0091 Ha
Energy = -325.7599 Eh
Energy above the lowest of the compared OMol25 structures with the same formula, charge and spin = 111.5 kcal per mole

***

# 8
A 3-piece molecular cluster, C5H9NO overall in a non-equilibrium geometry, computed with the ωB97M-V functional and the def2-TZVPD basis.

The geometry in ORCA input format:
```
! wB97M-V def2-TZVPD RIJCOSX def2/J DEFGRID3
* xyz 0 1
C 0.3403 0.1584 -0.4615
N 0.7728 0.9295 0.5592
C -2.0364 0.7074 -0.6912
C 1.2384 -1.8029 -0.3010
C -2.5985 1.5160 0.1795
C 2.3075 -1.8263 0.4627
O -0.6762 -0.6257 -0.3308
H 0.6359 0.5213 -1.4517
H 1.1393 1.8505 0.3793
H 0.5533 0.6308 1.4986
H -2.4272 0.4182 -1.6608
H 0.8185 -2.6322 -0.8544
H -3.5531 2.0079 -0.0070
H -2.1029 1.8030 1.1032
H 2.6546 -0.9447 0.9954
H 2.9338 -2.7112 0.5804
*
```

## Properties
LUMO level (alpha / beta) = 0.0199 / 0.0199 Ha
Energy = -325.6596 Eh
Energy above the lowest of the compared OMol25 structures with the same formula, charge and spin = 174.4 kcal per mole

***

# 9
One molecule with the formula C5H9NO in a non-equilibrium geometry, computed with the ωB97M-V functional and the def2-TZVPD basis.

The geometry in ORCA input format:
```
! wB97M-V def2-TZVPD RIJCOSX def2/J DEFGRID3
* xyz 0 1
C -1.6787 -1.1364 0.3045
C -0.2730 -0.4502 0.0210
C 1.0403 -1.1886 0.0939
C 0.7585 1.4352 -1.0541
C -0.0415 0.9929 0.1666
N -1.9937 -0.9071 1.6009
O -2.1721 -2.0560 -0.2945
H 0.9812 -2.2943 0.3168
H 1.6900 -0.6932 0.7622
H 1.3904 -1.2391 -1.0153
H 0.6042 2.5247 -1.2541
H 0.2752 1.0507 -2.0378
H 1.8696 1.2492 -1.0558
H -0.9930 1.5029 0.1423
H 0.4965 1.2860 1.1515
H -1.9539 -0.0767 2.1520
*
```

## Properties
LUMO level (alpha / beta) = -0.0494 / -0.0273 Ha
Energy = -325.7675 Eh
Energy above the lowest of the compared OMol25 structures with the same formula, charge and spin = 106.7 kcal per mole

***

# 10
One molecule with the formula C5H9NO in a non-equilibrium geometry, computed with the ωB97M-V functional and the def2-TZVPD basis.

The geometry in ORCA input format:
```
! wB97M-V def2-TZVPD RIJCOSX def2/J DEFGRID3
* xyz 0 1
O 2.0381 1.1897 -1.4960
C 1.3822 1.0270 -0.5051
C 0.3426 -0.0358 -0.2967
C 0.3376 -0.5276 1.1700
C -0.9562 -1.3344 1.2002
C -1.8535 -0.5958 0.1914
N -1.0397 0.4465 -0.3819
H 1.4878 1.7513 0.3244
H 0.4870 -0.8672 -0.9969
H 0.2763 0.2858 1.8901
H 1.2467 -1.0955 1.3741
H -1.4592 -1.4050 2.1609
H -0.7828 -2.3499 0.8523
H -2.2950 -1.3492 -0.4923
H -2.7717 -0.1526 0.5972
H -1.3204 0.8349 -1.2789
*
```

## Properties
LUMO level = 0.0392 Ha
SMILES string = O=C[C@H]1CCCN1
Energy = -325.8832 Eh
Energy above the lowest of the compared OMol25 structures with the same formula, charge and spin = 34.1 kcal per mole

***

# 11
One molecule with the formula C5H9NO2 in a non-equilibrium geometry, computed with the ωB97M-V functional and the def2-TZVPD basis.

The geometry in ORCA input format:
```
! wB97M-V def2-TZVPD RIJCOSX def2/J DEFGRID3
* xyz 0 1
C -0.7144 1.8078 0.8473
C -0.3342 0.7080 -0.0970
O 0.2471 1.2578 -1.2486
C -1.0831 -0.5194 -0.1743
O -2.4347 -0.5509 0.0540
C -0.1664 -1.5369 -0.2373
C 1.0175 -0.8764 0.2515
N 2.2393 -1.0103 -0.3846
H 0.1565 2.4302 1.0613
H -1.1051 1.3985 1.7784
H -1.4795 2.4547 0.4061
H 0.2657 0.5719 -1.9270
H -2.6821 -1.4266 0.3763
H -0.2540 -2.5548 -0.6018
H 1.0996 -0.6501 1.3071
H 2.2213 -1.0357 -1.3930
H 3.0065 -0.4680 -0.0186
*
```

## Properties
LUMO level = 0.0293 Ha
SMILES string = C/C(O)=C(O)/C=C/N
Energy = -401.0596 Eh
Energy above the lowest of the compared OMol25 structures with the same formula, charge and spin = 73.5 kcal per mole

***

# 12
A 2-piece molecular cluster, C5H9NO2 overall in a non-equilibrium geometry, computed with the ωB97M-V functional and the def2-TZVPD basis.

The geometry in ORCA input format:
```
! wB97M-V def2-TZVPD RIJCOSX def2/J DEFGRID3
* xyz 0 1
C 0.8067 -1.1542 -0.5967
C -0.1162 -2.2521 -0.1638
C -0.0546 1.0202 0.5973
C 0.8104 0.1027 1.1085
C -1.1192 1.4479 -1.4766
O -0.2379 2.2841 1.1649
O 1.5444 0.3911 2.1937
N -0.5046 0.7071 -0.6362
H -1.1847 2.4625 1.2224
H 1.2993 1.2714 2.5375
H 0.7141 -0.8986 -1.6472
H 1.8541 -1.3091 -0.3841
H -1.4047 2.4794 -1.2631
H -1.3382 1.0389 -2.4556
H -1.1518 -1.9121 -0.1806
H -0.0297 -3.0909 -0.8655
H 0.1127 -2.5882 0.8450
*
```

## Properties
LUMO level = 0.0208 Ha
Energy = -400.9707 Eh
Energy above the lowest of the compared OMol25 structures with the same formula, charge and spin = 129.3 kcal per mole